1.
This record from OMol25 describes C47H36ClIN4NaO3P2 as an isolated structure. The level of theory is the ωB97M-V functional and the def2-TZVPD basis.

Element x y z (Å)
Na (-2.21071, 2.05099, -1.25000)
O (-3.78180, 5.74668, -2.14850)
C (-4.23279, 5.49019, -3.38665)
C (-5.19052, 6.36305, -3.91205)
C (-5.67642, 6.17866, -5.19048)
C (-5.22464, 5.11853, -5.97263)
C (-4.29685, 4.24030, -5.44294)
C (-3.79378, 4.39654, -4.15214)
C (-2.82339, 3.41581, -3.56493)
O (-2.18011, 3.75600, -2.52918)
N (-2.72119, 2.27032, -4.23179)
N (-2.24037, 1.21548, -3.50983)
C (-1.63407, 0.31482, -4.18397)
C (-1.33517, -0.99578, -3.58542)
C (-0.66618, -1.95916, -4.34710)
C (-0.46671, -3.22091, -3.82079)
C (-0.92786, -3.49153, -2.53965)
C (-1.55874, -2.46412, -1.85038)
N (-1.76403, -1.25019, -2.34432)
H (-3.06437, 5.09125, -1.96173)
H (-5.52524, 7.18286, -3.28981)
H (-6.41326, 6.86836, -5.58599)
H (-5.59521, 4.97993, -6.98009)
H (-3.94238, 3.39474, -6.01651)
H (-1.42258, 0.46459, -5.24253)
H (-0.31781, -1.70509, -5.34007)
H (0.04286, -3.98185, -4.39941)
H (-0.80631, -4.46468, -2.08214)
H (-1.92892, -2.63071, -0.84212)
Cl (0.03950, 3.14914, 5.86498)
C (-0.68781, 3.11103, 4.26983)
C (-0.86013, 4.27471, 3.57914)
C (-1.40653, 4.28214, 2.29032)
I (-1.61838, 6.08044, 1.27467)
C (-1.83999, 3.11736, 1.63412)
O (-2.37975, 3.07832, 0.49873)
C (-1.59593, 1.87177, 2.38374)
N (-1.90846, 0.72697, 1.73553)
C (-1.70464, -0.41696, 2.33909)
C (-1.18601, -0.52660, 3.64238)
C (-0.85497, 0.61816, 4.31166)
C (-1.03972, 1.86902, 3.68549)
H (-0.55472, 5.20926, 4.03221)
H (-1.96123, -1.31361, 1.77862)
H (-1.05258, -1.50136, 4.09549)
H (-0.43702, 0.58226, 5.30896)
C (0.72363, -2.02054, 0.72834)
P (0.57077, -0.32518, 0.00523)
C (1.19829, 0.85907, 1.24109)
C (1.59730, 0.54838, 2.53505)
C (1.97623, 1.55008, 3.42173)
C (1.94706, 2.87854, 3.03328)
C (1.49958, 3.20979, 1.76000)
C (1.11176, 2.21062, 0.88488)
C (1.87092, -0.37149, -1.29548)
C (2.71235, 0.69826, -1.59282)
C (3.57558, 0.64487, -2.67868)
C (3.61166, -0.47444, -3.49706)
C (2.77134, -1.54252, -3.21784)
C (1.91246, -1.48811, -2.13234)
P (2.31874, -2.96542, 0.84331)
C (2.83718, -2.69524, 2.58288)
C (2.10752, -3.12714, 3.68926)
C (2.52464, -2.81921, 4.97432)
C (3.68623, -2.08094, 5.17074)
C (4.43037, -1.66252, 4.07876)
C (4.00938, -1.97437, 2.79295)
C (1.65214, -4.67825, 0.98007)
C (2.54603, -5.71653, 0.71798)
C (2.15131, -7.04303, 0.80564)
C (0.84218, -7.35677, 1.14245)
C (-0.06374, -6.33665, 1.39350)
C (0.33967, -5.01035, 1.31497)
H (0.09748, -2.62460, 0.06462)
H (0.19437, -1.99041, 1.68718)
H (1.60451, -0.47351, 2.87596)
H (2.27417, 1.28288, 4.42843)
H (2.22127, 3.65736, 3.73367)
H (1.40444, 4.24641, 1.46212)
H (0.69398, 2.49429, -0.07612)
H (2.71680, 1.58241, -0.96989)
H (4.22011, 1.49048, -2.88476)
H (4.28439, -0.51203, -4.34449)
H (2.77883, -2.42373, -3.84816)
H (1.25244, -2.32949, -1.95129)
H (1.19786, -3.69965, 3.54733)
H (1.94209, -3.15042, 5.82489)
H (4.00769, -1.83401, 6.17473)
H (5.33308, -1.08288, 4.22405)
H (4.57868, -1.62931, 1.93759)
H (3.56568, -5.47626, 0.43746)
H (2.86372, -7.83180, 0.59890)
H (0.52809, -8.39109, 1.20308)
H (-1.08832, -6.57139, 1.65400)
H (-0.38500, -4.23133, 1.51673)

## Properties
Total energy in Eh: -3860.4222
Lowest unoccupied orbital energy in eV: 2.0109
Net charge: -1
Frontier orbital gap in eV: 6.41
ΔE to the lowest compared entry with this formula, charge and spin in kJ/mol: 54.4

=====

2.
This record from OMol25 describes C47H37BrN4O6P2V as an isolated structure. The level of theory is the ωB97M-V functional and the def2-TZVPD basis.

Element x y z (Å)
V (0.97374, -0.61248, -1.09035)
O (1.47967, -0.61620, -7.88402)
C (0.55681, -1.19764, -7.28882)
O (-0.27292, -2.04855, -7.64352)
C (0.54213, -0.91995, -5.77567)
C (1.45594, -0.01795, -5.22086)
C (1.45782, 0.16182, -3.86715)
N (0.62780, -0.52944, -3.07017)
C (-0.35337, -1.28392, -3.59316)
C (-0.39995, -1.52101, -4.94987)
C (-1.32714, -1.71232, -2.55682)
C (-2.09944, -2.80198, -2.66066)
C (-3.02587, -3.53415, -1.75215)
C (-3.07633, -3.40800, -0.42413)
C (-2.09693, -2.41703, 0.08876)
N (-1.21060, -0.77936, -1.42911)
C (2.24264, 1.14372, -3.08028)
C (3.11832, 2.05945, -3.62841)
C (3.70181, 3.00132, -2.79870)
C (3.38498, 3.00879, -1.44893)
C (2.51874, 2.04833, -0.96963)
N (1.96477, 1.12231, -1.75928)
H (2.11859, 0.49928, -5.90427)
H (-1.15852, -2.13190, -5.42457)
H (-1.96504, -3.29972, -3.61573)
H (-3.64712, -4.27438, -2.24101)
H (-3.73042, -4.00569, 0.19628)
H (-1.07466, -2.75101, -0.06710)
H (3.32188, 2.03437, -4.69009)
H (4.39105, 3.73026, -3.20525)
H (3.80066, 3.73938, -0.76924)
H (2.25658, 2.00789, 0.07750)
O (-0.33009, 1.31744, -0.02277)
P (-0.63620, 1.91634, 1.32943)
C (-0.57825, 0.64356, 2.62971)
P (-0.54417, -0.99390, 1.88278)
O (0.64534, -1.06435, 0.94710)
C (-2.12895, -1.25302, 1.06889)
C (-3.32808, -0.93093, 1.87842)
C (-4.51173, -0.65823, 1.32228)
C (-4.64140, -0.48209, -0.11444)
C (-3.58831, -0.59764, -0.92439)
C (-2.26171, -1.05613, -0.47846)
C (-0.38230, -2.19078, 3.17671)
C (0.45976, -3.28023, 2.94155)
C (0.55415, -4.28215, 3.89874)
C (-0.17590, -4.19578, 5.07454)
C (-0.99810, -3.10043, 5.31679)
C (-1.10320, -2.09601, 4.37065)
C (0.49750, 3.21609, 1.80868)
C (1.12586, 3.29899, 3.04915)
C (1.97257, 4.36426, 3.33314)
C (2.18843, 5.34933, 2.38246)
C (1.55598, 5.27966, 1.14476)
C (0.71312, 4.22039, 0.85728)
C (-2.26677, 2.63232, 1.37315)
C (-2.72864, 3.28499, 2.51963)
C (-4.00341, 3.82237, 2.53638)
C (-4.81276, 3.72114, 1.40716)
C (-4.34953, 3.08848, 0.26481)
C (-3.07256, 2.54118, 0.24533)
H (-1.40526, 0.76079, 3.33102)
H (0.36289, 0.70965, 3.17808)
H (-3.23397, -0.92387, 2.95698)
H (-5.36879, -0.46870, 1.95571)
H (-5.59497, -0.16968, -0.52000)
H (-3.68085, -0.35770, -1.97836)
H (-1.31069, 0.17372, -1.78096)
H (1.04878, -3.33505, 2.03202)
H (1.20561, -5.12771, 3.72190)
H (-0.09941, -4.98093, 5.81540)
H (-1.55015, -3.02786, 6.24423)
H (-1.73052, -1.23867, 4.58204)
H (0.95760, 2.55080, 3.81245)
H (2.45655, 4.42510, 4.29872)
H (2.84473, 6.17998, 2.60756)
H (1.71487, 6.05725, 0.40889)
H (0.22118, 4.16868, -0.10786)
H (-2.09440, 3.38353, 3.39514)
H (-4.36645, 4.32932, 3.42052)
H (-5.80673, 4.14949, 1.41977)
H (-4.97917, 3.02098, -0.61299)
H (-2.70170, 2.04577, -0.64144)
Br (3.61020, -2.22426, -3.10554)
C (4.01780, -1.68653, -1.35356)
C (5.28592, -1.99342, -0.87910)
C (5.63051, -1.60406, 0.39642)
C (4.69808, -0.90984, 1.15682)
C (3.47020, -0.65159, 0.60037)
N (3.11352, -1.02753, -0.64560)
H (5.97134, -2.53304, -1.51482)
H (6.61145, -1.83596, 0.79063)
H (4.90951, -0.58687, 2.16608)
H (2.70778, -0.14925, 1.17721)
O (2.13174, -3.63926, 0.18428)
C (1.37648, -3.61341, -0.75781)
O (0.92003, -2.54707, -1.38575)
H (0.90996, -4.53194, -1.14148)

## Properties
Total energy in Eh: -6684.3756
Lowest unoccupied orbital energy (alpha / beta) in eV: -3.0788 / -3.3733
Spin multiplicity: 3
Net charge: +1
Frontier orbital gap (alpha / beta) in eV: 6.49 / 6.20
ΔE to the lowest compared entry with this formula, charge and spin in kJ/mol: 282.9

=====

Q: total energy of number 1 (C47H36ClIN4NaO3P2)?
A: -3860.4222 Eh

=====

Q: The highest total energy belongs to which entry?
A: C47H36ClIN4NaO3P2

=====

Q: Among the records above, which one has the lowest ΔE to the lowest compared entry with this formula, charge and spin?
A: C47H36ClIN4NaO3P2

=====

Q: Which of these has the highest net charge?
A: C47H37BrN4O6P2V